Entry 1:
Density functional theory data (wB97M-V/def2-TZVPD) for the ion C22H20NO with charge +1 in a non-equilibrium geometry.

- HOMO level: -11.65 eV
- Total energy: -980.021326 Eh
- Gap between HOMO and LUMO: 6.57 eV
- Spin multiplicity: 1
- Net charge: +1
- Structure (SMILES): CO[C@H](CC=[N+]1c2ccccc2-c2ccccc21)c1ccccc1
- Relative energy (zero: lowest compared OMol25 entry of this formula, charge and spin): 0.00 kcal per mole

Each line ends with the natural charge from an NBO analysis.
CARTESIAN COORDINATES (ANGSTROEM)
O 2.227 0.340 2.238  -0.540
N 2.919 -1.876 -1.701  -0.279
C 4.183 -2.349 -2.210  0.093
C 0.617 -1.588 -2.834  -0.222
C -2.144 -0.963 3.026  -0.206
C -1.531 1.425 2.886  -0.205
C -0.371 1.087 2.205  -0.203
C 1.945 -2.041 -2.749  0.159
C 2.809 -1.191 -0.532  0.330
C 5.483 -2.353 -1.675  -0.194
C 5.088 -3.136 -4.343  -0.187
C 1.517 -0.740 0.186  -0.537
C 2.617 -2.576 -3.880  -0.069
C 3.368 -0.127 2.933  -0.245
C -0.943 -1.295 2.376  -0.211
C -2.408 0.403 3.293  -0.197
C 1.925 -2.684 -5.085  -0.169
C 4.006 -2.760 -3.551  0.015
C 0.586 -2.290 -5.177  -0.164
C -0.025 -0.262 2.091  -0.052
C 6.370 -3.136 -3.815  -0.167
C 1.405 -0.642 1.629  0.078
C -0.070 -1.740 -4.057  -0.189
C 6.572 -2.751 -2.473  -0.190
H 7.600 -2.771 -2.078  0.244
H -1.122 -1.415 -4.149  0.243
H -3.343 0.647 3.886  0.231
H 0.017 -2.388 -6.107  0.241
H 3.895 0.792 3.157  0.212
H -0.613 -2.318 2.099  0.209
H 1.588 -1.615 2.084  0.186
H 1.201 0.387 0.036  0.308
H 0.351 1.849 1.820  0.227
H 2.463 -3.079 -5.943  0.232
H -2.801 -1.764 3.400  0.231
H 4.926 -3.437 -5.393  0.235
H 0.084 -1.104 -1.999  0.241
H 0.821 -1.609 -0.143  0.257
H 3.800 -1.029 -0.067  0.221
H -1.707 2.457 3.189  0.231
H 3.077 -0.652 3.847  0.189
H 5.647 -2.057 -0.642  0.222
H 7.239 -3.427 -4.398  0.240
H 4.050 -0.763 2.345  0.149


Entry 2:
Density functional theory data (wB97M-V/def2-TZVPD) for a structure of composition C22H21BrCsN5O12.

- HOMO level: -2.57 eV
- Total energy: -4621.592902 Eh
- Gap between HOMO and LUMO: 6.24 eV
- Spin multiplicity: 1
- Net charge: -2
- Relative energy (zero: lowest compared OMol25 entry of this formula, charge and spin): 10.75 kcal per mole

Each line ends with the natural charge from an NBO analysis.
CARTESIAN COORDINATES (ANGSTROEM)
Cs -0.858 0.857 0.619  0.951
Br 3.583 -0.794 5.438  0.009
O -3.663 8.277 1.796  -0.446
O -0.762 3.385 1.733  -0.800
O -4.580 5.248 -3.438  -0.463
O -3.055 3.736 -3.388  -0.403
O -2.598 2.772 -0.869  -0.718
O 2.145 -3.295 -1.154  -0.696
O -4.387 8.704 -0.185  -0.459
O 1.731 -5.208 3.445  -0.678
O 0.057 0.577 -2.587  -0.548
O -2.785 2.725 2.434  -0.759
O 2.316 1.688 -1.023  -0.536
O -0.488 -1.968 0.516  -0.589
N 0.597 -2.042 -0.124  0.150
N -3.705 4.613 -2.844  0.530
N 3.624 -1.581 2.792  -0.472
N -3.879 7.939 0.634  0.529
N 1.021 -3.212 -0.467  0.105
C -0.415 -4.682 0.981  -0.192
C -2.963 5.706 1.165  -0.171
C 2.374 -4.038 3.202  0.356
C 2.813 -3.671 1.937  -0.344
C -0.862 -5.972 1.253  -0.259
C 3.398 -2.430 1.783  0.075
C 0.724 -5.530 -0.969  -0.209
C -2.869 3.947 -0.563  0.523
C 0.251 -6.802 -0.696  -0.226
C 2.934 0.560 -0.430  -0.282
C -2.017 3.449 1.768  0.742
C -0.541 -7.034 0.421  -0.242
C 0.388 -4.458 -0.141  0.081
C -3.446 4.933 -1.458  -0.150
C -3.795 6.212 -1.059  -0.129
C 1.400 0.518 -2.995  -0.096
C 2.283 1.621 -2.428  -0.090
C -3.546 6.605 0.235  -0.085
C -0.646 1.716 -3.064  -0.265
C 3.238 -1.985 3.979  0.182
C -2.653 4.438 0.801  -0.196
C 2.601 -3.179 4.269  -0.358
H -0.549 1.801 -4.154  0.148
H 2.684 -4.295 1.063  0.252
H 1.468 0.580 -4.095  0.149
H 1.935 2.598 -2.766  0.189
H -2.779 6.046 2.174  0.232
H 0.514 -7.620 -1.357  0.202
H 1.379 -5.318 -1.801  0.256
H 3.301 1.471 -2.827  0.150
H 1.343 -5.531 2.618  0.500
H -4.243 6.889 -1.769  0.254
H 3.950 0.423 -0.827  0.149
H 3.679 -2.108 0.787  0.224
H -1.476 -6.136 2.131  0.210
H 2.362 -0.357 -0.589  0.207
H -0.301 2.641 -2.596  0.178
H 3.000 0.753 0.640  0.198
H 1.763 -0.466 -2.690  0.210
H -0.677 -3.862 1.625  0.253
H -1.690 1.602 -2.793  0.234
H 2.273 -3.426 5.267  0.234
H -0.904 -8.031 0.641  0.201


Entry 3:
Density functional theory data (wB97M-V/def2-TZVPD) for a cluster of 13 separate species, C22H21Cl36F4NO2 in total in a non-equilibrium geometry.

- HOMO level: -9.69 eV
- Total energy: -18022.306284 Eh
- Gap between HOMO and LUMO: 7.76 eV
- Spin multiplicity: 1

Each line ends with the Mulliken charge.
CARTESIAN COORDINATES (ANGSTROEM)
Cl -1.550 4.823 -3.222  -0.133
Cl 3.101 0.032 -6.418  -0.146
Cl 4.706 -6.360 -1.600  -0.096
Cl 2.848 -0.132 3.465  -0.105
Cl -8.211 5.668 -4.063  -0.080
Cl -5.162 -1.379 3.327  -0.142
Cl 8.865 2.429 -5.244  -0.120
Cl 6.610 2.219 -3.417  -0.012
Cl 6.553 -8.424 -0.713  -0.121
Cl -7.450 7.265 0.389  -0.126
Cl -2.457 -1.282 4.392  -0.137
Cl 3.599 -4.627 0.516  -0.062
Cl 2.848 2.877 -5.865  -0.133
Cl 3.762 -8.521 0.102  -0.109
Cl -8.503 4.728 -0.565  -0.115
Cl -3.852 6.914 1.975  0.008
Cl -3.093 -3.087 2.204  -0.042
Cl -2.951 -8.897 1.829  -0.138
Cl -2.179 -6.120 5.016  -0.058
Cl 8.296 4.590 -3.383  -0.129
Cl -2.677 6.490 -1.122  -0.120
Cl 1.820 1.600 5.565  -0.124
Cl -4.646 -6.533 1.850  -0.091
Cl -3.131 -8.277 6.719  -0.132
Cl 1.009 -5.229 1.691  -0.053
Cl -4.133 4.152 -2.061  -0.143
Cl 5.393 1.792 -6.768  -0.122
Cl 0.254 -0.675 4.660  0.007
Cl -10.928 5.967 -3.065  -0.113
Cl -6.325 4.766 1.362  -0.136
Cl -2.788 9.455 2.908  -0.130
Cl 2.539 -2.926 2.621  0.043
Cl -0.337 -8.184 5.914  -0.134
Cl -10.232 6.959 -5.709  -0.125
Cl -1.768 -6.256 1.529  -0.011
Cl -1.655 6.958 3.880  -0.125
F -2.552 0.285 -0.229  -0.256
F -0.176 -1.299 0.487  -0.176
F -1.119 2.175 -0.330  -0.251
F -0.574 0.468 1.858  -0.262
O 3.998 0.876 -2.406  -0.426
O 1.135 2.763 1.696  -0.532
N 3.818 -2.116 -1.141  -0.444
C 2.627 -4.580 1.994  -0.414
C 1.832 2.002 1.001  0.279
C -2.401 7.777 2.501  0.045
C 3.931 1.478 -5.822  0.762
C 1.256 0.760 0.160  0.458
C 4.886 -8.071 -1.188  -0.004
C 2.307 -2.201 -1.196  -0.315
C -9.926 5.705 -4.500  0.029
C 3.400 2.356 0.933  -0.554
C -7.058 5.590 -0.022  0.335
C 4.193 1.928 -0.166  -0.466
C -0.142 0.112 0.536  0.651
C 3.479 1.058 -1.276  0.333
C 2.075 0.346 -0.933  0.124
C 1.884 -0.057 4.949  -0.240
C 1.666 -0.868 -1.872  -0.609
C -2.532 4.843 -1.750  0.506
C -1.245 0.752 -0.468  0.184
C -3.180 -7.264 1.184  -0.119
C 8.253 2.839 -3.636  -0.039
C -2.003 -7.829 5.432  0.425
C -3.441 -1.518 2.941  0.366
H -3.294 -7.336 0.104  0.341
H 5.301 2.139 -0.280  0.361
H 2.362 -0.683 5.700  0.402
H 4.650 -8.662 -2.070  0.325
H -10.190 4.742 -4.931  0.289
H 4.097 -1.446 -0.396  0.263
H 4.223 1.303 -4.788  -0.344
H -6.336 5.596 -0.837  0.020
H 4.124 -3.034 -0.749  0.176
H 8.897 2.371 -2.895  0.302
H -1.688 7.780 1.679  0.228
H -3.187 -0.738 2.225  -0.035
H 0.533 -0.971 -1.970  0.313
H 2.118 -0.789 -2.921  0.284
H -0.869 0.519 -1.523  0.176
H 1.942 -3.145 -1.718  0.346
H -2.237 -8.421 4.550  -0.093
H 3.930 2.966 1.736  0.345
H 3.111 -5.204 2.743  0.453
H 1.979 -2.309 -0.093  0.063
H -2.036 4.232 -0.999  -0.100